Record 1
Entry from OMol25: C49H40Cl5CsN11O3PSe3Te as an isolated structure in a non-equilibrium geometry (ωB97M-V/def2-TZVPD).

Output
Orbital gap: 3.406 eV
Net charge: -2

Structure (XYZ):
```
114
C49H40Cl5CsN11O3PSe3Te, DFT ωB97M-V/def2-TZVPD
Cs 1.14928 1.33740 -0.57463
N -2.49150 2.18212 -0.82771
C -3.75450 1.65782 -0.81401
C -4.84672 2.51902 -0.60663
C -6.13090 2.02346 -0.53114
C -6.37506 0.65743 -0.64823
C -5.30665 -0.20007 -0.85432
C -3.99910 0.27200 -0.95922
P -2.53452 -0.79876 -1.18283
C -2.17473 -0.57424 -2.97593
C -1.11217 -1.30926 -3.49609
C -0.80498 -1.24976 -4.84594
C -1.55249 -0.43852 -5.68935
C -2.59303 0.32148 -5.17354
C -2.90378 0.25510 -3.82223
C -3.33581 -2.45875 -1.32982
C -3.16443 -3.36380 -0.29232
C -3.72853 -4.63297 -0.33878
C -4.47435 -5.01467 -1.44239
C -4.65299 -4.12021 -2.49215
C -4.08974 -2.85547 -2.43573
H -1.77577 1.69313 -1.34775
H -2.44370 3.19255 -0.97752
H -4.64722 3.58073 -0.51597
H -6.95533 2.71153 -0.38238
H -7.38422 0.26951 -0.58629
H -5.49723 -1.26252 -0.93274
H -0.51970 -1.93254 -2.83377
H 0.03279 -1.81638 -5.23389
H -1.31726 -0.39497 -6.74665
H -3.16457 0.97401 -5.82289
H -3.71405 0.85505 -3.42513
H -2.57324 -3.05989 0.55976
H -3.57802 -5.32587 0.48079
H -4.91064 -6.00498 -1.49071
H -5.23235 -4.41227 -3.35979
H -4.23140 -2.16526 -3.25882
Cl 5.47153 -4.49497 -3.30797
C 4.42345 -3.43574 -2.42613
C 3.76795 -2.38448 -3.06401
Cl 4.02092 -2.13549 -4.75714
C 2.92299 -1.53986 -2.36584
Cl 2.15884 -0.21559 -3.17268
C 2.64628 -1.69110 -0.96801
O 1.85490 -0.93035 -0.33890
C 3.35568 -2.78168 -0.36125
Cl 3.10688 -3.04146 1.33181
C 4.20973 -3.61526 -1.06193
Cl 5.02617 -4.90340 -0.24202
Se -2.12305 5.51850 -1.92748
Se -0.20327 4.67190 -0.90998
Te 1.60912 6.33245 -1.47936
Se 3.46880 4.81309 -2.10687
C -0.73390 -3.42516 2.91349
N -0.86761 -1.98809 2.76567
C -0.03062 -1.05587 2.27415
N -0.61325 0.12296 2.28230
C -1.84712 -0.14604 2.77862
N -2.04889 -1.40715 3.09168
C 0.57825 -3.91433 3.47203
C 0.98414 -5.21352 3.18534
C 2.14993 -5.72825 3.73355
C 2.94068 -4.94592 4.55630
C 2.54960 -3.63993 4.82779
C 1.36606 -3.13464 4.29744
C 3.40080 -2.76872 5.62265
N 4.50536 -3.02634 6.23664
N 4.95868 -1.82208 6.74935
C 4.09673 -0.92714 6.40033
O 3.07074 -1.46010 5.70224
C 4.14066 0.51719 6.56723
C 5.31163 1.12694 7.00755
C 5.38687 2.50624 7.04164
C 4.30504 3.27575 6.63700
C 3.11793 2.67428 6.23270
C 1.97629 3.53842 5.75187
N 1.91213 3.61196 4.30442
C 1.46305 2.72671 3.39051
N 1.64330 3.20600 2.18069
C 2.23257 4.40840 2.40498
N 2.40449 4.70357 3.67441
C 3.03906 1.29128 6.20994
H -0.91089 -3.91744 1.95656
H -1.54847 -3.70878 3.58034
H 0.96849 -1.26074 1.92381
H -2.61028 0.60613 2.89862
H 0.37906 -5.83060 2.53090
H 2.45145 -6.74077 3.49934
H 3.86989 -5.31629 4.96768
H 1.07238 -2.11977 4.52789
H 6.15719 0.50890 7.27781
H 6.30352 2.98814 7.35556
H 4.38055 4.35614 6.62756
H 2.12182 4.55896 6.09675
H 1.01688 3.17407 6.12267
H 1.01490 1.77557 3.63143
H 2.50254 5.08449 1.60575
H 2.13551 0.80456 5.86311
N -0.26910 2.19970 -2.93617
C -0.35466 2.65981 -3.99032
N -0.46795 3.10887 -5.22838
C -0.86583 4.49802 -5.46498
C -1.62015 4.52441 -6.77607
O -0.83382 3.99560 -7.84398
C -0.43649 2.66031 -7.58275
C 0.35502 2.54984 -6.28975
H 0.02700 5.12984 -5.53463
H -1.47096 4.85115 -4.62543
H -1.87144 5.54678 -7.05441
H -2.54487 3.93961 -6.67880
H 0.17456 2.34552 -8.42955
H -1.32404 2.01617 -7.51844
H 1.28887 3.11745 -6.37848
H 0.58838 1.51018 -6.06157
```

Record 2
Entry from OMol25: C49H40ClI2N2NiOP2 as an isolated structure (ωB97M-V/def2-TZVPD).

Output
Multiplicity: 3
Orbital gap (spin up / spin down): 6.154 / 5.091 eV
Net charge: +1

Structure (XYZ):
```
98
C49H40ClI2N2NiOP2, DFT ωB97M-V/def2-TZVPD
Ni 1.10664 1.81988 0.74678
I 6.58253 -1.99790 -1.70753
C 4.58238 -1.51309 -1.40140
C 3.76376 -2.38878 -0.69439
C 2.42740 -2.07240 -0.53698
I 3.02387 0.83282 2.07674
C 1.94028 -0.91399 -1.11992
O 0.53454 -0.72970 -1.13484
C 2.73790 0.01267 -1.73292
C 2.25741 1.35780 -2.19599
N 1.03347 1.82802 -1.54060
C 0.81007 3.24200 -1.85933
C 1.74270 4.10881 -1.04439
C 2.09788 5.38494 -1.44979
C 2.91346 6.13989 -0.62193
C 3.35800 5.58868 0.56972
C 2.96378 4.30170 0.89126
N 2.16805 3.58039 0.10117
C 4.08502 -0.31504 -1.88334
H 4.16589 -3.29432 -0.26107
H 2.17228 1.37112 -3.29173
H 3.03695 2.07445 -1.93357
H 0.23117 1.29353 -1.85412
H -0.22496 3.48761 -1.60904
H 0.95672 3.45818 -2.92448
H 1.74101 5.77661 -2.39376
H 3.20342 7.14212 -0.90899
H 3.99856 6.14155 1.24206
H 3.28998 3.81008 1.80005
H 4.74445 0.39061 -2.37382
Cl -0.39972 4.25905 1.91321
C -0.44689 3.47160 3.46653
C -0.31084 4.25042 4.59868
C -0.33070 3.63753 5.84333
C -0.48969 2.26577 5.93812
C -0.62958 1.49968 4.78889
C -0.61243 2.08514 3.52730
P -0.67134 1.11185 1.97437
C -2.29980 1.58340 1.27252
C -2.47176 1.41772 -0.10016
C -3.66329 1.77369 -0.71646
C -4.69627 2.31259 0.03880
C -4.53622 2.48123 1.40768
C -3.34643 2.11522 2.02122
C -1.01916 -0.56601 2.63086
C -2.31017 -1.06110 2.80289
C -2.51548 -2.32147 3.35167
C -1.43406 -3.11030 3.71924
C -0.14291 -2.62144 3.56019
C 0.06231 -1.35229 3.03312
H -0.18663 5.32035 4.50499
H -0.22085 4.23816 6.73640
H -0.50145 1.78592 6.90761
H -0.74883 0.42774 4.87899
H -1.65486 1.00043 -0.68256
H -3.78389 1.64482 -1.78489
H -5.62300 2.60396 -0.43797
H -5.33820 2.90519 1.99800
H -3.22548 2.25750 3.08911
H -3.16305 -0.46358 2.50890
H -3.52507 -2.68517 3.49937
H -1.59756 -4.09105 4.14829
H 0.70705 -3.21949 3.86645
H 1.06591 -0.94577 2.95976
C -4.67988 -1.20886 -1.72150
C -3.93158 -0.89578 -2.85059
C -2.57117 -1.14034 -2.86575
C -1.95184 -1.68618 -1.73512
C -2.70548 -1.99834 -0.60290
C -4.07085 -1.76058 -0.60477
P -0.21564 -2.02031 -1.71885
C 0.25070 -3.29341 -0.60379
C -0.32206 -4.53269 -0.53366
C 0.20694 -5.50864 0.32380
C 1.37606 -5.23284 1.08648
C 1.97463 -4.02027 1.05038
C 1.42053 -2.88746 0.26130
C 0.44014 -2.29619 -3.35269
C 0.96918 -3.54188 -3.68240
C 1.56226 -3.73275 -4.92226
C 1.63827 -2.68213 -5.82278
C 1.12531 -1.43255 -5.49032
C 0.53191 -1.23449 -4.25672
H -5.74636 -1.02565 -1.71668
H -4.41224 -0.47470 -3.72321
H -2.00489 -0.92895 -3.76069
H -2.22900 -2.40971 0.27899
H -4.65592 -2.00390 0.27102
H -1.17612 -4.77342 -1.15831
H -0.26019 -6.48102 0.38567
H 1.78846 -6.01487 1.71067
H 2.84646 -3.81210 1.65945
H 1.04450 -2.15324 0.99676
H 0.92820 -4.35637 -2.97158
H 1.97566 -4.69883 -5.17790
H 2.11005 -2.83052 -6.78504
H 1.19528 -0.61206 -6.19165
H 0.16440 -0.24851 -3.99367
```

Record 3
Entry from OMol25: C49H40CoN3P2SSi as an isolated structure in a non-equilibrium geometry (ωB97M-V/def2-TZVPD).

Output
Multiplicity: 4
Orbital gap (spin up / spin down): 5.316 / 6.624 eV
Net charge: +1

Structure (XYZ):
```
97
C49H40CoN3P2SSi, DFT ωB97M-V/def2-TZVPD
Co 0.30213 0.32933 0.12741
C 3.02194 2.14682 -1.48868
Si 2.57491 0.73682 -0.34616
C 3.10091 -0.88228 -1.17406
C 4.37245 -1.44864 -1.12567
C 4.64543 -2.62344 -1.81182
C 3.65603 -3.24821 -2.56329
C 2.38531 -2.70119 -2.63124
C 2.11303 -1.52788 -1.93716
P 0.51521 -0.66769 -1.93188
C 0.44290 0.30040 -3.46256
C 0.95879 -0.22680 -4.64500
C 0.85908 0.48996 -5.82508
C 0.24194 1.73424 -5.83471
C -0.27164 2.26491 -4.66126
C -0.17032 1.55182 -3.47529
C -0.73866 -1.93524 -2.15005
C -1.82697 -1.72186 -2.99121
C -2.83070 -2.67199 -3.07504
C -2.75455 -3.83322 -2.32037
C -1.67201 -4.04718 -1.47868
C -0.67001 -3.09837 -1.38310
C 3.56212 0.93475 1.24364
C 4.94152 1.14526 1.31632
C 5.57682 1.20099 2.54579
C 4.85115 1.04891 3.72646
C 3.48214 0.85795 3.67816
C 2.84895 0.81568 2.43801
P 1.07078 0.61691 2.23524
C 0.65701 -0.81283 3.24525
C 1.12507 -2.04314 2.78214
C 0.82877 -3.20243 3.47258
C 0.05578 -3.13869 4.62441
C -0.40662 -1.91612 5.08860
C -0.10754 -0.75031 4.40209
C 0.27924 2.06085 2.95214
C 1.01155 3.18922 3.30874
C 0.35127 4.33273 3.73418
C -1.03430 4.35351 3.79909
C -1.76770 3.22825 3.43821
C -1.11646 2.08649 3.00812
H 4.07718 2.04761 -1.75697
H 2.88729 3.12120 -1.01845
H 2.44217 2.12734 -2.40988
H 5.15431 -0.98501 -0.53633
H 5.63304 -3.06143 -1.75556
H 3.87595 -4.16716 -3.08980
H 1.60822 -3.19530 -3.20053
H 1.45227 -1.19251 -4.64360
H 1.26576 0.07872 -6.73908
H 0.16688 2.29177 -6.75892
H -0.74660 3.23704 -4.66429
H -0.56111 1.96880 -2.56540
H -1.88303 -0.82315 -3.59361
H -3.67071 -2.50714 -3.73569
H -3.54006 -4.57353 -2.38795
H -1.61201 -4.95272 -0.89059
H 0.16742 -3.26754 -0.71971
H 5.52588 1.26496 0.41101
H 6.64625 1.35816 2.59194
H 5.35930 1.08522 4.68050
H 2.91065 0.74467 4.59182
H 1.72891 -2.09173 1.87839
H 1.19816 -4.15430 3.11559
H -0.18116 -4.04512 5.16523
H -1.00076 -1.86759 5.99064
H -0.46706 0.20029 4.77173
H 2.09343 3.18263 3.25260
H 0.92290 5.20760 4.01315
H -1.54596 5.24732 4.13065
H -2.84803 3.24456 3.48609
H -1.69025 1.21368 2.70667
N -3.61923 0.20054 -0.45717
C -4.17869 -1.08767 -0.22486
C -5.37781 -1.42481 -0.83078
C -5.96747 -2.66199 -0.59035
C -5.35096 -3.56572 0.25371
C -4.13518 -3.23346 0.84555
C -3.54768 -2.00167 0.61026
S -2.01661 -1.59230 1.39652
N -1.48222 -0.22303 0.43430
C -2.38805 0.63148 -0.06246
C -1.98787 1.97177 -0.26943
C -2.85411 3.04970 -0.59603
C -2.33284 4.30555 -0.73288
C -0.94937 4.52266 -0.54371
C -0.15886 3.43637 -0.24589
N -0.63182 2.19177 -0.13505
H -4.14180 0.81003 -1.05610
H -5.85681 -0.70896 -1.49151
H -6.90802 -2.91118 -1.06364
H -5.80502 -4.52877 0.44847
H -3.63338 -3.93859 1.49845
H -3.91995 2.89252 -0.67518
H -2.98753 5.13673 -0.96100
H -0.51136 5.50603 -0.62634
H 0.90865 3.55731 -0.09883
```

Record 4
Entry from OMol25: C49H42Br4N5O5S2SbSiTi as an isolated structure in a non-equilibrium geometry (ωB97M-V/def2-TZVPD).

Output
Multiplicity: 3
Orbital gap (spin up / spin down): 5.425 / 5.837 eV
Net charge: -2

Structure (XYZ):
```
110
C49H42Br4N5O5S2SbSiTi, DFT ωB97M-V/def2-TZVPD
Ti 1.26518 0.78865 0.35107
N -2.43827 -3.10574 7.15139
C -1.60960 -2.37697 6.28324
C -0.42036 -2.92766 5.81602
C 0.40623 -2.20120 4.97675
C 0.04846 -0.91819 4.58619
C -1.11047 -0.33703 5.09318
C -1.93326 -1.06801 5.92945
S 1.17114 -0.03482 3.52731
O 2.23931 -0.93559 3.19025
O 1.56070 1.14608 4.25190
N 0.40916 0.30473 2.12595
C -0.53623 1.30883 1.98805
N -1.15765 1.88549 3.01805
C -1.94934 2.90007 2.72159
C -2.09016 3.39369 1.43956
C -1.44085 2.70605 0.43139
N -0.71297 1.63339 0.67367
H -2.37779 -4.10362 7.03467
H -3.39291 -2.78665 7.16349
H -0.15019 -3.93813 6.10777
H 1.33857 -2.61502 4.61203
H -1.35849 0.66990 4.79820
H -2.85023 -0.62763 6.31007
H -2.47807 3.34110 3.56230
H -2.69869 4.25738 1.21885
H -1.51336 3.00322 -0.60770
Br 2.80591 5.75041 -4.13589
C 2.47728 4.07955 -3.30790
C 2.66583 2.89641 -4.00827
Br 3.29430 2.91845 -5.79403
C 2.33965 1.67314 -3.39613
Br 2.53000 0.01696 -4.28767
C 1.82495 1.62062 -2.11330
O 1.36131 0.52542 -1.53345
C 1.77133 2.82887 -1.33644
O 1.45629 2.70998 -0.07057
C 2.04275 4.03518 -1.97189
Br 1.79921 5.60054 -0.93727
C 3.14364 3.25158 2.33566
Si 4.15136 2.04546 1.33371
C 5.35009 1.21989 2.53062
C 5.14090 3.11756 0.13860
N 3.24694 0.78811 0.54218
C 3.85136 -0.34089 0.02339
C 5.20213 -0.43658 -0.34282
C 5.75904 -1.60856 -0.83403
C 4.98081 -2.74090 -0.97802
C 3.62922 -2.68373 -0.64523
C 3.07408 -1.50843 -0.17061
O 1.71220 -1.38722 0.18187
C 1.01623 -2.60511 0.20526
C 0.89614 -3.28667 1.39528
C 0.25210 -4.51421 1.40344
C -0.23355 -5.05634 0.21828
C -0.09733 -4.35304 -0.97061
C 0.53464 -3.11921 -0.97966
H 3.81997 3.92555 2.87605
H 2.52773 2.73179 3.06974
H 2.48829 3.85626 1.70778
H 5.87414 1.95423 3.15434
H 6.09802 0.60592 2.02286
H 4.76848 0.55875 3.18411
H 5.62901 3.93665 0.68215
H 4.48014 3.56621 -0.61237
H 5.91886 2.56882 -0.40242
H 5.82207 0.44451 -0.24334
H 6.80995 -1.62869 -1.10281
H 5.40020 -3.66417 -1.35968
H 3.02207 -3.56657 -0.75846
H 1.29803 -2.83246 2.28969
H 0.13802 -5.05363 2.33766
H -0.71989 -6.02553 0.22007
H -0.48448 -4.75969 -1.89784
H 0.66205 -2.55422 -1.89683
S -2.19190 -1.87761 0.78799
Sb -1.92815 -0.49253 -1.13315
C -2.36506 -1.98759 -2.66635
C -2.03410 -1.75707 -4.00459
C -2.19233 -2.75717 -4.96386
C -2.68482 -4.00189 -4.59285
C -3.03058 -4.23748 -3.26476
C -2.86928 -3.23741 -2.30974
C -2.03651 1.41943 -2.79396
C -3.08607 2.32870 -2.66329
C -3.17383 3.44547 -3.49515
C -2.19353 3.68104 -4.45429
C -1.12009 2.80420 -4.56456
C -1.05549 1.67984 -3.74548
C -4.05235 0.00194 -0.88635
C -5.02367 -0.41052 -1.79992
C -6.38297 -0.25764 -1.52707
C -6.79543 0.32288 -0.33517
C -5.83980 0.75448 0.58006
C -4.48687 0.58836 0.30657
H -1.65849 -0.78294 -4.29995
H -1.92023 -2.56433 -5.99600
H -2.80184 -4.78506 -5.33466
H -3.41436 -5.20870 -2.97040
H -3.12359 -3.41866 -1.26758
H -3.85620 2.16772 -1.91724
H -4.00890 4.13003 -3.39219
H -2.26664 4.53777 -5.11442
H -0.33907 2.99184 -5.29337
H -0.22870 0.98647 -3.87128
H -4.71464 -0.86809 -2.73401
H -7.11835 -0.59773 -2.24906
H -7.85238 0.42778 -0.11354
H -6.14999 1.21173 1.51431
H -3.75511 0.89948 1.04546
```

Calculated E (Eh), listed in the same order as above: -12854.21746, -5322.44794, -4808.54057, -15014.26989